No. 1
Below is 5 unconnected molecules or ions with the total composition C17H26INO14 in a non-equilibrium geometry, with properties calculated with ωB97M-V with the def2-TZVPD basis set.

Properties
- lowest unoccupied orbital energy (eV) = 0.3
- SMILES = NCCOCCC(=O)I.O=C1OCCO1.O=C1OCCO1.O=C1OCCO1.O=C1OCCO1
- Kohn-Sham gap (Eh) = 0.320
- HOMO level (eV) = -8.41

Cartesian coordinates (Å):
N -1.718 1.719 -1.832
C -3.030 1.872 -1.177
C -3.604 0.535 -0.607
O -3.572 0.433 0.816
C -2.263 0.331 1.350
C -1.796 1.709 1.963
C -2.044 1.633 3.498
O -3.129 1.725 3.860
I -0.424 1.320 4.906
H -1.117 1.070 -1.334
H -1.277 2.624 -1.950
H -3.727 2.199 -1.975
H -3.053 2.670 -0.412
H -3.159 -0.334 -1.126
H -4.681 0.532 -0.885
H -1.523 -0.071 0.639
H -2.338 -0.364 2.209
H -0.740 1.920 1.736
H -2.440 2.535 1.632
O -6.155 -0.754 -1.707
C -6.857 -0.851 -0.754
O -6.769 -1.845 0.167
C -7.608 -1.492 1.265
C -8.602 -0.552 0.631
O -7.853 0.019 -0.440
H -8.078 -2.375 1.693
H -7.001 -1.006 2.031
H -9.469 -1.074 0.218
H -8.948 0.219 1.317
O -0.044 -0.571 -0.737
C 0.863 -0.754 -1.496
O 1.117 0.018 -2.579
C 2.396 -0.373 -3.093
C 2.536 -1.775 -2.585
O 1.763 -1.757 -1.379
H 2.412 -0.317 -4.179
H 3.156 0.297 -2.694
H 2.105 -2.513 -3.268
H 3.560 -2.044 -2.380
O 6.526 2.390 4.726
C 5.504 2.251 5.312
O 4.888 3.229 6.035
C 3.594 2.744 6.389
C 3.763 1.255 6.329
O 4.788 1.090 5.352
H 3.308 3.092 7.380
H 2.869 3.112 5.659
H 4.107 0.834 7.277
H 2.849 0.744 6.026
O 4.998 -0.914 -3.348
C 5.486 -1.632 -4.165
O 6.568 -1.316 -4.915
C 6.981 -2.501 -5.598
C 5.716 -3.320 -5.632
O 5.026 -2.874 -4.463
H 7.357 -2.266 -6.591
H 7.776 -2.980 -5.022
H 5.101 -3.105 -6.508
H 5.905 -4.390 -5.587

Calculated atomic charges, method Löwdin, unit e: 0.01, -0.24, -0.18, -0.15, -0.19, -0.13, -0.87, 0.05, 0.73, 0.01, 0.06, 0.11, 0.10, 0.14, 0.09, 0.09, 0.13, 0.10, 0.11, 0.15, -0.56, 0.07, -0.12, -0.13, 0.06, 0.13, 0.14, 0.13, 0.13, 0.12, -0.53, 0.07, -0.13, -0.13, 0.08, 0.14, 0.13, 0.14, 0.11, 0.17, -0.56, 0.06, -0.14, -0.13, 0.06, 0.13, 0.12, 0.13, 0.11, 0.14, -0.53, 0.08, -0.12, -0.11, 0.06, 0.14, 0.14, 0.14, 0.14



No. 2
Below is a single C17H26N2O2 molecule, with properties calculated with ωB97M-V with the def2-TZVPD basis set.

Properties
- lowest unoccupied orbital energy (eV) = 0.8
- SMILES = CC(C)[C@@H](CO)N1CCN(Cc2ccccc2)CCC1=O
- energy above the lowest of the compared OMol25 structures with the same formula, charge and spin (eV) = 0.4461
- Kohn-Sham gap (Eh) = 0.332
- HOMO level (eV) = -8.25

Cartesian coordinates (Å):
C 3.703 1.913 -0.850
C 3.998 0.730 0.072
C 5.425 0.242 -0.167
C 2.967 -0.389 -0.173
C 3.151 -1.589 0.766
O 2.185 -2.568 0.425
N 1.600 0.117 -0.068
C 0.740 0.021 -1.230
C -0.328 -1.081 -1.094
N -1.516 -0.713 -0.359
C -2.426 0.175 -1.061
C -3.797 0.121 -0.440
C -4.482 1.279 -0.100
C -5.745 1.209 0.463
C -6.333 -0.022 0.697
C -5.653 -1.183 0.364
C -4.395 -1.111 -0.203
C -1.251 -0.325 1.008
C -0.338 0.901 1.207
C 1.136 0.544 1.129
O 1.845 0.641 2.116
H 4.418 2.713 -0.672
H 2.706 2.307 -0.670
H 3.777 1.613 -1.894
H 3.898 1.059 1.109
H 5.731 -0.481 0.583
H 6.112 1.084 -0.117
H 5.515 -0.213 -1.151
H 3.088 -0.761 -1.195
H 3.027 -1.260 1.802
H 4.158 -2.002 0.636
H 2.220 -3.273 1.078
H 1.367 -0.202 -2.093
H 0.260 0.988 -1.418
H -0.639 -1.403 -2.091
H 0.136 -1.931 -0.585
H -2.494 -0.180 -2.095
H -2.086 1.225 -1.095
H -4.026 2.244 -0.276
H -6.268 2.117 0.724
H -7.317 -0.077 1.140
H -6.108 -2.145 0.547
H -3.853 -2.009 -0.458
H -2.217 -0.126 1.480
H -0.800 -1.184 1.514
H -0.586 1.683 0.486
H -0.502 1.304 2.208

Calculated atomic charges, method Löwdin, unit e: -0.06, -0.37, -0.07, -0.24, -0.20, -0.06, -0.02, -0.11, -0.15, -0.18, -0.16, -0.23, -0.05, -0.09, -0.10, -0.08, -0.04, -0.15, -0.06, -0.45, 0.05, 0.08, 0.07, 0.08, 0.13, 0.07, 0.08, 0.08, 0.15, 0.12, 0.12, 0.09, 0.12, 0.12, 0.12, 0.11, 0.13, 0.11, 0.11, 0.10, 0.10, 0.10, 0.11, 0.12, 0.13, 0.11, 0.12



No. 3
Below is a single C17H26N2O2 molecule, with properties calculated with ωB97M-V with the def2-TZVPD basis set.

Properties
- lowest unoccupied orbital energy (eV) = 0.9
- SMILES = C=CCN(CC=C)C(=O)CCCC(=O)N(CC=C)CC=C
- energy above the lowest of the compared OMol25 structures with the same formula, charge and spin (eV) = 2.4709
- Kohn-Sham gap (Eh) = 0.371
- HOMO level (eV) = -9.18

Cartesian coordinates (Å):
C 1.428 -2.638 4.196
C 0.815 -3.324 3.251
C 0.836 -2.994 1.782
N 1.658 -1.857 1.447
C 3.036 -2.148 1.110
C 3.210 -2.699 -0.276
C 2.288 -2.692 -1.221
C 1.262 -0.561 1.534
O 2.042 0.351 1.312
C -0.188 -0.339 1.909
C -0.565 1.141 1.966
C -0.450 1.828 0.606
C -1.417 1.272 -0.420
O -2.180 0.349 -0.187
N -1.388 1.865 -1.641
C -2.317 1.402 -2.661
C -1.641 0.498 -3.651
C -2.027 -0.738 -3.901
C -0.571 3.005 -1.978
C -1.171 4.329 -1.582
C -2.324 4.488 -0.961
H 1.377 -2.928 5.231
H 2.004 -1.754 3.977
H 0.238 -4.207 3.492
H -0.192 -2.837 1.439
H 1.224 -3.859 1.233
H 3.591 -1.206 1.186
H 3.449 -2.850 1.843
H 4.193 -3.108 -0.467
H 2.480 -3.090 -2.202
H 1.308 -2.276 -1.057
H -0.375 -0.803 2.880
H -0.831 -0.821 1.171
H -1.593 1.221 2.327
H 0.094 1.656 2.668
H -0.635 2.898 0.721
H 0.572 1.695 0.245
H -3.117 0.858 -2.154
H -2.739 2.276 -3.170
H -0.780 0.917 -4.157
H -1.517 -1.363 -4.614
H -2.875 -1.174 -3.400
H 0.420 2.911 -1.522
H -0.419 3.008 -3.063
H -0.568 5.183 -1.859
H -2.702 5.464 -0.709
H -2.938 3.650 -0.675

Calculated atomic charges, method Löwdin, unit e: 0.01, -0.15, -0.18, -0.09, -0.16, -0.15, 0.01, -0.44, 0.05, -0.10, -0.16, -0.10, -0.44, 0.05, -0.08, -0.16, -0.16, 0.01, -0.17, -0.15, 0.01, 0.05, 0.07, 0.10, 0.12, 0.13, 0.12, 0.13, 0.10, 0.05, 0.06, 0.12, 0.11, 0.12, 0.12, 0.12, 0.11, 0.12, 0.13, 0.10, 0.05, 0.06, 0.12, 0.12, 0.10, 0.05, 0.07



No. 4
Below is a single C17H26N2O4S2 molecule, with properties calculated with ωB97M-V with the def2-TZVPD basis set.

Properties
- lowest unoccupied orbital energy (eV) = 0.2
- SMILES = O=C(Cc1ccc(S(=O)(=O)N2CCOCC2)s1)NCC1CCCCC1
- energy above the lowest of the compared OMol25 structures with the same formula, charge and spin (eV) = 0.3808
- Kohn-Sham gap (Eh) = 0.347
- HOMO level (eV) = -9.23

Cartesian coordinates (Å):
O -0.118 -3.845 -1.250
C -1.128 -3.381 -0.775
C -1.656 -3.787 0.609
C -1.118 -2.808 1.596
C -0.417 -3.057 2.740
C 0.011 -1.882 3.395
C -0.377 -0.754 2.740
S 0.067 0.938 2.975
O -0.936 1.747 2.352
O 0.401 1.161 4.349
N 1.434 0.983 1.995
C 2.629 0.496 2.655
C 3.735 0.351 1.606
O 3.966 1.566 0.934
C 2.795 2.025 0.302
C 1.676 2.244 1.320
S -1.268 -1.096 1.318
N -1.888 -2.443 -1.375
C -1.434 -1.674 -2.512
C -1.073 -0.235 -2.116
C -0.337 0.476 -3.253
C 0.059 1.887 -2.829
C -1.169 2.694 -2.420
C -1.931 1.985 -1.304
C -2.315 0.572 -1.733
H -1.293 -4.786 0.852
H -2.748 -3.790 0.607
H -0.207 -4.047 3.102
H 0.569 -1.863 4.313
H 2.398 -0.471 3.103
H 2.943 1.190 3.446
H 4.679 0.078 2.079
H 3.444 -0.427 0.884
H 3.058 2.963 -0.191
H 2.467 1.290 -0.448
H 0.746 2.546 0.838
H 1.979 3.020 2.038
H -2.686 -2.074 -0.882
H -0.555 -2.190 -2.904
H -2.214 -1.669 -3.280
H -0.406 -0.284 -1.249
H 0.553 -0.092 -3.530
H -0.988 0.527 -4.129
H 0.577 2.388 -3.649
H 0.748 1.831 -1.983
H -0.867 3.690 -2.091
H -1.826 2.813 -3.285
H -2.831 2.550 -1.054
H -1.317 1.933 -0.401
H -2.846 0.088 -0.911
H -2.989 0.622 -2.592

Calculated atomic charges, method Löwdin, unit e: 0.08, -0.52, -0.10, -0.47, -0.10, -0.13, -0.59, 0.61, -0.30, -0.27, -0.24, -0.17, -0.18, -0.12, -0.19, -0.17, 1.13, 0.05, -0.14, -0.33, -0.17, -0.19, -0.20, -0.19, -0.18, 0.13, 0.12, 0.12, 0.12, 0.12, 0.13, 0.13, 0.13, 0.13, 0.12, 0.11, 0.14, 0.12, 0.13, 0.13, 0.12, 0.12, 0.12, 0.11, 0.09, 0.11, 0.11, 0.11, 0.09, 0.09, 0.12



Respective E values: -2069.17903, -923.38080, -923.30640, -1870.23547 Ha.